Here is C40H60GeN5P3STi as an isolated structure in a non-equilibrium geometry from OMol25. Energies are from ωB97M-V/def2-TZVPD.

Its multiplicity is 2. The expectation value of S² is 0.781. The net charge is +3. As for the highest occupied orbital energy (spin up / spin down): -14.459 / -14.438 eV. For the orbital gap (spin up / spin down), the calculation gives 4.46 / 4.44 eV. The LUMO energy (spin up / spin down) is -10.00 / -9.99 eV.

```
111
Properties=species:S:1:pos:R:3:forces:R:3:lowdin_spin:R:1
Ge 0.142 0.020 0.850 0.7 -0.4 1.0 0.004
Ti 0.139 -0.139 -1.796 -0.8 0.1 -0.3 0.005
S 1.656 -0.768 -5.012 -0.5 0.1 0.8 0.000
P -1.435 -2.180 -1.275 -0.3 -0.3 0.9 0.008
P 2.721 -0.157 -1.187 0.1 0.1 1.1 0.000
P -1.404 1.925 -1.477 0.7 0.2 0.6 0.000
N -1.099 -1.538 1.447 0.2 0.1 -0.8 0.293
N -0.522 1.792 1.205 -0.1 -0.5 -1.3 0.004
N -0.578 0.221 -3.798 0.4 -0.5 0.0 0.000
N -0.037 0.131 3.160 -0.4 0.1 -0.3 0.028
N 1.895 -0.609 1.465 -0.9 1.3 -2.9 0.017
C -3.723 -0.878 -0.345 0.1 0.2 0.1 0.002
C -0.143 2.396 2.392 0.4 0.2 1.3 0.004
C -4.194 2.226 -1.643 0.0 -0.1 0.0 0.000
C -2.877 2.866 -2.075 -0.4 -0.1 -0.1 0.000
C 3.127 -2.356 4.432 -1.0 0.0 1.6 0.004
C -2.115 0.038 4.522 -0.3 0.0 0.1 -0.012
C -1.079 -3.767 -2.136 0.0 0.0 -0.2 0.001
C 4.007 -1.049 -2.156 0.1 0.0 -0.1 0.000
C 0.271 3.837 -2.968 0.1 0.0 0.1 0.000
C 0.721 -0.438 -3.744 0.7 -0.1 -1.0 0.000
C 2.657 2.455 -0.087 -0.1 -0.1 0.2 0.000
C 0.789 3.357 4.856 -0.1 0.3 -0.2 0.001
C -1.360 -0.361 3.452 0.5 0.0 -0.2 0.144
C -3.233 -1.797 -1.462 -0.1 0.2 -0.2 0.001
C -1.808 -1.405 2.563 -0.2 0.0 0.3 0.089
C -1.515 -5.032 -1.387 -0.1 0.1 0.2 0.000
C 0.188 1.526 3.461 -0.4 0.6 -0.8 0.003
C 3.635 -2.499 -2.415 0.0 -0.2 0.1 0.000
C 3.114 -1.906 3.149 -1.2 1.1 -1.0 -0.001
C 0.411 4.239 3.838 0.3 -0.2 0.8 0.004
C -0.036 3.782 2.618 -0.2 -0.8 -0.4 0.000
C -0.475 1.670 -4.052 0.0 0.4 0.1 0.000
C 0.992 -0.748 3.644 1.3 -0.7 -1.2 0.015
C 2.032 -1.081 2.707 -0.1 -0.9 2.8 0.005
C 0.676 1.987 4.667 -0.1 0.3 -0.2 0.002
C 1.005 -1.239 4.921 0.8 -0.8 0.5 0.002
C 2.076 -2.043 5.324 0.3 0.0 -0.3 0.000
C 0.413 -3.839 -2.452 0.2 0.1 0.0 0.000
C -3.693 -1.760 4.045 0.1 -0.1 -0.2 0.022
C 2.972 -0.875 0.515 -0.7 0.0 0.1 0.001
C -2.976 -2.147 2.946 0.3 0.2 -0.1 0.102
C -3.292 -0.657 4.814 0.2 0.2 0.1 0.203
C -1.243 -2.667 0.524 0.2 0.4 0.3 0.026
C 3.432 1.541 -1.024 0.2 0.0 0.0 0.000
C -4.172 -3.003 -1.550 0.2 -0.1 -0.1 0.000
C -0.087 2.370 -2.734 -0.3 0.1 -0.2 0.000
C 3.663 2.153 -2.408 0.0 0.1 0.0 0.000
C 5.407 -0.973 -1.525 -0.1 0.0 0.1 0.000
C -2.853 4.344 -1.651 0.1 -0.1 0.1 0.000
C -0.963 2.713 0.150 -0.1 -0.4 0.3 0.000
H 3.177 3.409 -0.006 0.0 0.0 0.0 0.000
H 4.449 -2.981 -2.956 0.0 0.0 0.0 0.000
H -2.060 -3.324 0.822 0.0 0.0 -0.2 0.001
H 0.281 1.852 -4.828 -0.1 0.0 0.1 0.000
H 0.201 -1.008 5.605 0.0 0.0 0.1 -0.001
H -3.254 4.457 -0.644 0.0 0.0 0.0 0.000
H -0.295 4.499 1.858 -0.1 0.1 -0.1 0.000
H 2.568 2.046 0.926 0.0 0.0 -0.2 0.000
H -0.239 3.510 -0.029 0.1 0.1 -0.1 0.000
H 5.745 0.039 -1.309 0.0 0.0 0.0 0.000
H -0.554 4.364 -3.442 -0.1 0.0 0.0 0.000
H 0.851 1.890 -2.385 0.3 0.0 0.1 0.000
H -3.503 4.912 -2.314 0.0 0.0 -0.1 0.000
H 1.025 -3.615 -1.570 0.0 0.0 0.0 0.000
H -0.323 -3.262 0.586 0.0 0.0 0.0 0.013
H 3.918 -2.176 2.487 0.1 0.0 -0.2 0.000
H -1.433 2.027 -4.431 0.1 0.0 0.1 0.000
H 4.016 -0.516 -3.108 0.0 0.0 -0.1 0.000
H 0.529 4.363 -2.048 0.0 -0.1 0.0 0.000
H 4.411 1.373 -0.558 -0.1 0.0 -0.1 0.000
H -1.224 -0.249 -4.429 0.0 0.0 0.1 0.000
H -4.261 2.146 -0.556 0.0 0.0 0.0 0.000
H -4.328 1.236 -2.075 0.0 0.0 0.0 0.000
H 4.561 1.758 -2.879 0.0 0.0 0.0 0.000
H -1.869 4.806 -1.685 0.0 0.0 0.0 0.000
H -5.193 -2.645 -1.680 0.0 0.1 0.0 0.000
H 2.741 -2.583 -3.019 -0.1 0.0 -0.1 0.000
H 3.091 -1.952 0.371 0.1 -0.2 0.0 0.001
H 3.791 3.231 -2.320 0.0 0.0 0.0 0.000
H -1.786 0.853 5.152 0.0 0.0 0.0 -0.003
H -1.869 3.211 0.511 -0.1 0.0 -0.2 0.000
H -3.064 -0.024 -0.153 -0.1 -0.1 0.0 0.000
H 0.698 -3.149 -3.246 0.0 0.0 0.0 0.000
H 3.952 -2.969 4.766 0.0 0.0 0.1 0.000
H -2.545 -5.018 -1.036 0.1 0.0 0.0 0.000
H -5.023 2.851 -1.971 0.0 0.0 0.0 0.000
H -1.414 -5.885 -2.056 0.0 0.0 -0.1 0.000
H -3.949 -3.662 -2.387 0.0 0.0 0.0 0.000
H -3.318 -2.979 2.352 0.0 -0.1 0.0 0.003
H 2.839 1.970 -3.100 -0.1 0.0 -0.1 0.000
H 1.128 3.897 -3.637 0.1 0.0 0.0 0.000
H 0.968 1.301 5.447 0.0 0.0 0.0 0.000
H -4.710 -0.494 -0.593 0.0 0.0 0.0 0.000
H -3.269 -1.264 -2.421 -0.1 0.0 0.0 0.000
H -0.857 -5.225 -0.538 0.0 0.0 0.0 0.000
H 0.680 -4.847 -2.768 0.0 0.0 -0.1 0.000
H 1.162 3.739 5.794 0.0 0.0 0.0 0.000
H 2.100 -2.427 6.335 0.0 0.0 0.0 0.000
H -2.812 2.796 -3.162 0.0 0.1 0.0 0.000
H 3.918 -0.507 0.924 0.0 0.1 -0.2 0.000
H 1.654 2.664 -0.458 -0.1 0.0 0.0 0.000
H 3.499 -3.064 -1.486 0.0 0.1 -0.1 0.000
H 0.481 5.304 4.001 0.0 0.1 0.0 0.000
H 6.125 -1.401 -2.223 0.0 0.0 -0.1 0.000
H -1.640 -3.690 -3.075 0.0 0.0 0.0 0.000
H 5.471 -1.566 -0.610 0.0 0.1 0.0 0.000
H -3.833 -1.441 0.579 0.0 0.0 0.1 0.001
H -3.884 -0.366 5.671 0.0 0.0 0.0 0.009
H -4.158 -3.591 -0.631 0.0 0.0 0.0 0.000
H -4.588 -2.298 4.324 0.0 -0.1 0.0 -0.002
```
Forces are in eV/Å.

---

Here is one molecule with the formula H6N4OS in a non-equilibrium geometry from OMol25. Energies are from ωB97M-V/def2-TZVPD.

Its SMILES is N#[S@](N)(O)NN. For the relative energy (zero: lowest compared OMol25 entry of this formula, charge and spin), the calculation gives 12.6 kcal/mol. The net charge is 0. As for the highest occupied orbital energy: -9.518 eV. For the orbital gap, the calculation gives 9.68 eV. The LUMO energy is 0.16 eV.

```
12
Properties=species:S:1:pos:R:3:forces:R:3:mulliken_charge:R:1
S 0.455 -0.502 0.346 -0.2 -1.0 -1.8 0.720
O 1.327 1.050 0.807 -2.2 -1.5 1.5 -0.624
N -0.884 0.300 -0.253 -0.2 1.6 0.9 -0.079
N 0.125 -1.840 0.877 1.2 2.4 0.0 -0.628
N 1.329 -0.437 -1.079 -1.0 0.3 0.6 -0.417
N -2.203 -0.247 -0.135 0.3 -0.7 1.8 -0.618
H 1.729 0.460 -1.240 0.4 0.5 -0.1 0.267
H -2.340 -0.929 0.695 1.0 1.9 -1.1 0.293
H -0.707 1.349 -0.191 -1.3 -2.0 0.0 0.294
H 1.899 -1.198 -1.296 1.0 -1.4 0.0 0.218
H -2.334 -0.895 -0.886 0.2 -0.1 -0.9 0.249
H 0.803 1.340 1.606 1.0 -0.2 -0.9 0.327
```
Forces are in eV/Å.